155
Properties=species:S:1:pos:R:3:forces:R:3 method="wB97M-V/def2-TZVPD" e_above_lowest_kcal_mol=0.0 homo_lumo_gap_ev=9.39
N 5.18423 3.72514 -6.32976 0.131 -1.140 -2.045
H -0.30697 -4.73518 -0.88332 -0.105 0.240 -0.399
H 2.82791 6.97393 0.43672 -0.166 0.122 0.002
H -1.34688 -2.78358 3.13407 -0.178 -0.246 -0.159
C 3.43194 3.52100 -4.80436 -0.512 0.178 0.125
O -5.08297 -0.93305 -3.01730 0.586 -0.672 0.064
H 0.89396 -4.24383 3.46020 0.326 0.089 -0.006
O 0.39609 -1.08404 -0.37351 -0.067 -0.085 -0.175
H -3.45867 -1.31395 -0.88457 0.080 -0.023 -0.135
H 5.83822 2.53295 -2.31667 -0.064 -0.360 -0.169
H 8.26542 1.79658 -0.84788 0.047 -0.003 -0.093
H -5.88067 -1.24890 1.64232 0.251 0.020 0.031
H 2.71352 5.48874 2.40620 -0.088 -0.072 -0.230
C 1.92256 0.81536 4.45006 -0.858 0.781 -0.936
O 0.81854 6.98679 1.01155 0.175 -0.005 0.105
O -2.06202 -4.37475 4.25467 -0.859 -0.395 0.278
H 4.93049 1.03634 0.99981 0.248 0.221 -0.329
H -1.11430 -5.40844 0.78439 -0.151 0.157 0.065
C -3.27772 -4.78761 4.95637 0.493 -0.202 -0.803
H -3.74371 3.10214 -2.70887 0.541 0.103 -0.406
C -0.91267 0.15769 1.18554 -1.201 0.496 0.123
H 1.86475 1.27739 -0.52477 -0.041 -0.196 0.159
C 7.36543 1.27336 -0.52626 -0.066 0.403 -0.199
H 6.45261 2.98996 0.39319 -0.086 -0.024 0.047
H -5.73835 -2.35633 -0.82266 0.164 0.038 -0.219
C -3.34047 -6.33217 5.17515 -0.723 1.372 -0.152
N 1.15587 -3.90683 2.54439 -0.102 -0.270 2.381
H 3.18760 4.59446 0.94685 0.233 -0.140 0.014
H 1.97306 4.28548 4.86194 0.056 0.085 0.117
H 2.94442 0.45354 4.34436 0.091 0.295 0.305
C 2.32396 3.35085 4.42299 -0.889 -0.377 0.103
C 1.96649 6.29561 0.51855 -0.150 -0.066 -0.417
H -1.13114 -5.21126 2.50568 -0.102 -0.227 0.314
H 5.67932 -1.51556 1.87325 -0.574 -0.133 -0.552
H -0.76387 -2.19300 -3.93988 0.348 -0.077 0.732
C -4.46463 -2.16074 -2.59317 -0.849 -0.130 0.447
C -5.49299 0.65737 2.54458 0.040 0.547 0.947
H -4.63230 -7.33261 6.30720 -0.739 -0.640 0.375
H 2.65126 2.17021 -2.58283 -0.134 0.123 -0.083
H 0.72648 5.14162 -0.81421 0.207 0.135 -0.008
H 1.95779 3.34619 3.39488 0.179 -0.025 0.027
H -3.40293 -4.32335 5.94465 0.328 0.155 -0.314
H 3.62128 2.43159 -4.72178 0.212 0.333 -0.108
H -3.90737 1.89812 1.81552 0.228 0.107 0.049
H 0.22895 1.23944 -1.19848 0.106 -0.137 0.517
H -1.62563 -0.31361 -4.58918 0.114 0.193 -0.073
H 0.54768 2.10757 0.33013 0.175 0.007 -0.247
H 2.41909 5.35891 -1.35612 0.041 -0.053 -0.217
H -4.12556 -2.78159 -3.45299 -0.607 0.271 0.069
C -3.22356 -1.95562 -1.74291 0.194 0.167 0.334
H 3.66179 -2.87674 -0.78521 -0.033 -0.009 0.004
C 1.72455 2.14934 5.18661 0.956 -0.694 0.538
H -4.14570 -4.50036 4.31543 0.421 -0.128 0.389
O -3.14823 0.84251 -3.77812 0.138 0.166 -0.242
H 3.89568 6.30616 -4.58172 -0.010 -0.147 0.164
N -0.06249 -2.09588 -3.20199 -1.687 -0.161 1.235
H 4.01910 2.20883 0.06648 0.590 -0.069 -0.118
H -0.35380 -4.35384 -2.54860 -0.671 -0.220 0.135
C 4.35626 5.79359 -5.41925 -0.155 -0.451 -0.973
N 2.11982 -1.27753 -2.96443 -0.010 -0.306 0.122
C 1.14555 -1.86821 -3.73072 0.943 1.081 -1.271
N -0.80991 -4.81766 -1.76535 1.313 1.147 -0.939
C 0.80798 1.21561 -0.25504 -0.139 0.142 0.479
H 5.42301 4.23137 -4.36381 -0.427 0.175 0.369
H -3.69722 -6.76853 3.02426 0.182 0.053 0.395
H 3.41528 3.35598 4.44158 -0.098 -0.263 -0.014
H -2.85044 4.09726 -0.66238 0.096 -0.099 0.053
H 5.80712 -1.84123 0.17771 -0.664 -0.099 0.539
C 3.90698 -2.05868 1.06903 0.138 -0.658 -1.441
C 2.05368 3.02114 -2.94659 0.475 0.389 -0.545
H -2.75253 -5.09614 -3.55581 0.224 -0.172 0.169
H 5.46681 2.75595 -6.22170 0.130 0.369 -0.075
N -0.67456 -5.04013 1.62908 -0.835 -0.894 1.269
H -2.42480 -1.47323 -2.32503 -0.234 -0.135 0.185
H -1.62756 0.34483 0.36626 0.009 -0.085 0.332
H -5.50441 -6.37003 5.26797 0.128 -0.189 -0.485
H -4.78922 1.12839 -1.75133 0.055 -0.075 -0.102
H 1.16619 -0.27755 1.36588 0.039 0.307 -0.374
C -2.41298 0.38377 -4.89426 -0.486 -0.621 -0.074
H -0.95005 1.02764 1.85848 0.073 -0.243 -0.093
C -1.93875 -2.97680 4.02778 0.117 0.165 0.964
H 1.29221 0.01712 4.82615 0.047 -0.086 0.433
N -2.66804 -5.79975 -2.83287 -0.902 0.306 -1.306
H -2.90674 -2.45197 3.95219 0.242 -0.333 -0.041
C -3.24081 2.44027 -1.99270 0.780 0.439 -0.803
H -1.25320 -0.71812 1.74120 0.047 -0.063 -0.006
C -4.35080 1.67001 2.78590 -0.601 -0.282 -0.254
H 7.13152 0.49589 -1.26836 0.037 0.113 0.221
H 2.05161 2.84352 6.89576 0.369 -0.042 0.638
C 0.43120 -0.02586 0.57853 0.845 0.343 -0.852
H 1.84279 -3.16330 2.47626 0.044 0.168 -0.179
H -1.36571 -2.55329 4.87024 -0.313 0.163 -0.155
H -3.05380 -8.17844 3.90460 -0.236 0.601 0.339
C 1.57109 5.84374 -0.88280 0.005 -0.128 0.485
H 4.54545 0.71067 -0.66300 0.497 0.095 -0.362
C 4.87954 1.51206 0.00369 -0.110 0.676 0.830
H 1.25207 6.69542 -1.48198 0.065 0.002 0.002
H -5.59727 -0.29134 4.25163 0.020 -0.011 0.076
H -4.72877 2.59877 3.23776 0.069 -0.356 -0.110
H -2.01821 -6.80762 3.62143 0.086 0.001 -0.314
H -2.59106 -6.62162 5.94709 -0.482 0.192 -0.513
H -4.90103 2.38869 -0.74329 0.354 0.271 -0.170
H 1.56846 3.51392 -2.11369 -0.002 -0.044 0.131
C -3.04545 -7.06972 3.86195 -0.032 -0.431 0.082
C 0.33999 -4.19655 1.55299 -0.080 -0.046 -1.891
C 2.37665 5.13856 1.42050 -0.135 0.353 -0.063
H 2.05135 -1.05416 -1.97954 -0.416 -0.101 -0.164
N -4.67603 -6.45979 5.83087 1.614 -0.129 0.107
C 6.20869 2.27035 -0.38822 -1.504 -1.306 0.151
H 3.66371 5.79681 -6.28295 0.114 0.229 0.384
C -5.56169 -2.86608 -1.77751 0.439 -0.546 -0.109
H 7.59687 0.81463 0.44262 -0.206 -0.027 -0.200
H 2.26837 -2.94941 0.22492 0.335 0.300 0.002
C -2.36614 1.41978 -2.75315 -0.433 0.155 0.671
H -6.26310 1.12629 1.91283 0.149 -0.090 0.271
H -1.42284 3.56673 -1.57917 -0.199 0.052 0.042
H -3.13827 -0.16510 -5.50311 0.214 0.076 -0.069
H 0.66538 2.28772 5.47245 0.129 0.070 -0.944
H -2.02574 0.62646 -2.05437 -0.122 0.340 -0.155
H -0.32755 -1.67668 -2.29912 0.252 -0.304 -0.629
C -1.89178 -5.58519 -1.74982 0.251 -1.125 1.397
N 3.19860 -2.54666 0.04658 0.310 -0.641 -2.041
H 1.54835 0.99579 3.42859 0.191 -0.186 0.106
O 2.37042 2.03921 6.47689 -0.184 0.320 -0.319
C -5.02333 -0.60721 1.87485 0.232 0.017 -0.369
H 2.74564 3.66996 -5.66666 -0.109 -0.179 0.548
H -2.00428 1.19981 -5.48756 0.152 0.141 0.083
H 1.03844 7.35765 1.86713 -0.029 0.106 0.231
H -1.46500 1.90239 -3.15391 -0.245 0.092 -0.149
O 1.32200 -2.09465 -4.92378 0.433 -0.054 0.053
C 4.66934 4.30670 -5.16807 0.441 0.974 1.865
H -4.38147 -0.35858 -3.35805 0.042 0.228 -0.083
H -2.05093 2.55724 -0.26039 0.090 0.159 0.119
O 2.90499 3.99491 -3.57336 -0.574 -0.724 -0.016
H -3.59487 1.23398 3.44780 -0.021 0.047 -0.099
H 2.83593 -0.85353 -3.52040 0.276 -0.083 0.042
O -2.12504 -6.18819 -0.69741 -0.674 -0.289 0.580
H 1.27985 2.65284 -3.63707 0.161 0.040 0.039
H 5.87592 4.27584 -6.79668 0.402 0.038 -0.128
H -3.52050 -6.33409 -2.67193 0.586 0.299 0.150
H -5.27390 -3.90165 -1.56232 0.086 0.124 0.101
O -6.14611 0.35617 3.79974 -0.019 0.153 -0.524
O 0.56458 -3.71629 0.43193 0.898 0.999 -1.507
H 5.24352 6.36270 -5.74554 -0.154 -0.330 0.282
H -6.51115 -2.92271 -2.30295 0.003 0.209 -0.243
H -4.51372 -0.31197 0.94851 -0.081 -0.294 0.042
N -4.23475 1.78795 -1.21727 -1.070 -1.496 1.008
O 3.34011 -1.85505 2.08945 -2.327 0.803 4.480
H 1.53898 4.45918 1.55440 -0.146 -0.076 0.027
C -2.33497 3.22544 -1.07501 0.234 0.293 0.211
H 0.25653 -1.91393 0.10043 0.084 -0.535 -0.065
N 5.21437 -1.79223 1.00915 2.745 0.260 -1.055
O 5.95326 3.06891 -1.53356 0.516 0.354 0.211
H -2.84306 -2.91618 -1.34854 -0.135 0.365 -0.271
H -4.30138 -1.15930 2.50014 -0.214 0.157 -0.132


156
Properties=species:S:1:pos:R:3:forces:R:3 method="wB97M-V/def2-TZVPD" multiplicity=6 homo_lumo_gap_ev="9.07 / 8.56"
H 1.13502 0.81570 6.60463 -0.234 -0.174 -0.481
H 3.19095 -1.14047 4.90945 0.530 0.186 -0.145
H -5.72658 1.43562 0.29051 -0.553 -0.195 -0.219
C 2.54924 -3.17353 -0.13146 -0.112 -1.778 0.794
H -2.32321 -0.03646 4.28301 0.740 0.299 -0.524
C -1.41382 -2.61542 -1.63751 2.757 -1.136 -0.583
H -1.87207 -3.44230 0.35028 0.400 -0.105 0.254
H 4.18689 3.44908 -4.98481 -1.306 0.159 0.138
Cl -0.37970 1.44195 -0.25931 -0.066 -0.295 0.097
H -1.73181 3.35149 0.87572 0.365 0.127 -0.310
C -5.89760 1.17251 -0.76687 -0.277 0.025 -0.586
C 1.36030 -2.05879 4.15411 0.583 0.712 -0.670
C 3.13916 3.98566 -3.25222 1.304 -1.253 1.723
O 1.59814 -5.40241 -1.82002 -1.078 -0.316 0.873
H -3.25557 3.10456 -0.96311 0.311 0.325 0.503
H 1.30735 3.83268 -0.57740 -0.690 -0.048 0.106
N 4.04202 -2.64500 -1.96076 -1.989 0.522 0.405
H 2.44390 5.16044 -0.78493 -0.036 -0.516 -0.818
H 3.27528 -2.37526 7.65442 -0.555 0.380 0.003
H -2.13354 -1.03614 6.20217 -0.846 -0.328 -0.038
C -4.52429 -3.26280 -3.54996 -2.121 0.615 -2.934
O -1.94001 4.18775 -2.91960 0.973 0.570 0.539
H -1.34147 -1.15204 0.78482 0.548 -0.129 0.290
H -3.65976 -1.06245 -0.64311 0.955 -0.596 0.127
H -0.05096 4.99772 -3.48823 -0.606 0.134 -0.007
C 9.05959 0.19127 2.89214 -1.325 1.024 0.727
H 4.59060 -2.95285 -2.72203 0.860 -0.219 -0.669
H -3.69975 -1.01015 3.74089 0.194 -0.737 -1.152
H 0.40806 -7.05617 -2.34145 -0.141 -0.155 1.004
H 6.19586 -0.11613 2.95084 0.410 -0.137 0.445
H -3.75226 6.13382 -0.45085 0.439 -0.248 0.112
C -1.69168 4.50538 -1.53436 -1.534 0.815 -0.113
C 2.78424 -1.41057 7.36889 0.301 -0.380 1.331
H -4.42418 5.27048 -1.75046 -0.019 -0.396 -1.247
H 2.01016 4.60350 -5.64461 -0.312 -1.334 0.099
H 1.97789 -2.28625 -0.22574 -0.398 1.120 -0.899
C -5.29388 -1.96987 -1.65521 -0.706 -0.263 -0.249
C 3.24450 -3.75738 -1.38296 0.463 1.217 1.232
O 8.04166 -0.20831 1.98904 1.502 -0.676 -0.716
O -4.32200 -2.61206 -5.97687 0.315 -0.069 -0.278
H 3.61570 -0.79011 7.03614 0.034 0.555 0.124
Cl -0.22158 -1.09134 -4.25708 0.127 -0.098 -0.542
C -3.57682 -2.94138 -7.16955 -1.232 0.356 0.501
H 2.94655 3.44082 -0.69174 0.460 -0.078 -0.256
H 5.63019 -1.76385 1.81468 0.015 0.067 -1.546
H 4.48763 1.57255 1.31446 0.264 0.329 -0.556
H 2.03190 0.46613 -2.90587 0.811 -0.147 -0.222
O -0.16024 1.75568 5.15594 1.031 -0.906 -0.865
H -3.15309 0.44103 1.86500 -0.252 -0.268 -0.250
O 1.82211 -0.07190 -2.12817 -0.519 -0.102 0.574
H -1.27114 4.59050 -4.71997 0.174 0.079 -0.878
C 0.80898 1.77666 6.19151 -0.083 0.911 0.081
H -5.62403 -3.57263 -3.75454 1.717 -0.399 0.170
C -4.02801 5.12256 -0.77720 0.231 0.220 1.374
N 3.21241 1.78195 -4.16654 0.125 -0.241 -0.104
N -4.57631 -1.96851 -2.94499 -0.010 1.505 0.750
H -6.41835 -1.83331 -1.76701 1.069 -0.150 0.027
H -5.92237 2.11374 -1.36895 0.141 -0.779 0.426
H 2.30075 -0.92636 -2.11329 0.040 0.372 -0.465
H -0.79235 -4.50963 -0.65532 0.876 -0.248 0.262
H -3.63101 -2.10352 6.06665 0.435 -0.244 0.388
H 0.82927 2.38880 -2.90171 -0.150 0.270 0.267
C 3.16405 3.20301 -4.54069 2.565 -0.213 0.993
H 0.73488 -2.89420 4.40440 -0.268 -0.501 0.238
O 1.84657 -1.56232 6.37217 -0.233 0.039 -0.123
H 3.99503 0.06654 1.87103 0.419 -0.038 -0.873
C -2.88079 4.09509 -0.61123 0.234 0.690 -1.287
N -2.33604 4.16189 0.74966 -0.679 -0.744 0.372
C 4.51083 0.53570 0.98065 -0.496 -0.440 1.858
O -1.70535 -1.29281 1.67447 -0.363 -0.267 0.355
C 0.74519 -6.10304 -2.70002 1.345 0.090 -1.823
C 2.02357 3.48586 -5.44584 0.624 2.003 -0.308
H 3.93975 3.60290 -2.54433 -0.249 0.268 -1.166
N 5.87346 -1.47030 0.82588 -1.473 -1.251 1.588
O -2.21469 0.37507 -2.72849 -0.471 0.492 -0.360
H -1.58619 5.59196 -1.44672 -0.130 0.148 0.002
H 6.87910 1.41839 2.45015 -0.172 -0.468 -0.745
H -3.41818 -0.87930 7.40701 -0.356 -0.072 -0.800
C 2.49848 -1.91865 5.19421 -1.438 -0.906 -0.745
C -5.59147 1.02447 3.53749 -0.791 0.407 -1.089
H 8.87796 -0.33607 3.84948 0.684 -0.062 -0.346
N -3.55716 1.32037 2.17877 -0.344 -0.727 -0.069
C -1.12684 5.04673 -3.76297 -0.215 -1.310 0.640
H 6.47750 0.35099 0.01203 -0.407 -0.174 0.204
C -3.25399 -1.10749 6.33086 1.061 -0.108 0.133
O -0.62705 -1.47100 -1.17830 -1.086 -2.708 1.395
H -5.15131 -2.99892 -1.20965 -0.078 1.155 -0.221
H 8.86866 1.28039 3.16160 0.733 -0.939 -0.507
H 1.16505 3.16449 -4.92181 -1.367 -0.084 0.280
H 1.68103 2.31966 5.79858 0.076 -0.023 0.450
H -5.93470 0.37643 2.70685 0.236 -0.070 0.535
H 3.28919 -2.98550 0.61214 0.888 0.433 0.510
H 1.58876 0.25974 2.58156 -0.070 -0.081 0.529
H 1.79455 -2.25541 3.14538 -0.195 0.058 0.590
H -2.52487 -2.82649 -7.02107 0.869 -0.343 0.381
Fe -0.35193 -0.07604 -2.19381 1.502 1.968 0.257
H -6.06100 1.98377 3.30278 0.457 0.283 -0.298
H 6.73731 -1.95282 0.66651 0.720 0.368 -0.272
H 1.11843 2.48497 3.58864 -0.756 -0.873 0.503
H -2.97283 0.38799 -2.14045 -0.710 0.175 0.456
N 0.50850 -0.85969 4.03758 1.257 -0.944 -1.352
H -6.11595 0.78496 4.44722 0.403 -0.694 0.563
H -0.08801 -0.71611 4.82359 -0.024 0.281 0.658
H 1.84691 -3.82389 0.42557 0.320 -0.358 -0.810
H -3.79636 -2.22795 -7.95313 -0.564 0.139 -0.081
C 0.46455 1.59059 3.85778 -0.468 0.340 -0.781
H -2.43402 -0.13598 -3.51229 -0.206 -0.240 -0.252
H 0.34918 2.34492 7.00380 0.209 0.016 0.009
H -3.88305 -3.94340 -7.47501 0.391 -0.072 -0.164
H -4.89210 -1.21448 -3.58153 0.047 -0.953 0.568
H 1.60623 -3.53901 -2.78850 0.144 -0.289 0.241
C 2.27729 -4.32570 -2.38282 1.131 -0.105 -1.933
C -4.07719 1.11539 3.54812 1.230 0.150 0.300
H -2.82028 -2.59475 -4.55069 0.064 -0.128 -0.331
H -2.72923 1.88429 2.18895 0.314 0.557 0.247
H -1.04542 -1.68689 2.27928 -0.120 0.648 -0.712
H 2.08902 2.94841 -6.37149 0.099 -0.212 -0.580
H -1.50632 6.05962 -3.76862 -0.022 0.332 0.153
C -3.39373 -0.10094 4.21820 -1.102 0.393 -0.349
H 3.84479 0.37715 0.12912 0.400 0.005 -0.071
H 2.19287 0.42282 4.30903 -0.241 -0.143 -0.659
H -0.09561 -5.57515 -3.16396 -0.010 0.520 0.609
H 4.19378 1.46661 -4.05423 -1.061 0.146 -0.232
H -2.47977 -4.35539 -0.95063 -0.489 -0.369 -0.404
H -0.70179 -3.07950 -2.45454 -2.008 0.948 0.827
O -3.89499 -0.20227 5.49452 -0.944 1.199 2.258
C -4.71050 -0.90613 -0.72975 -0.104 -0.591 0.486
H 1.38713 -6.37191 -3.55008 -0.143 -0.115 -0.311
H 2.22298 -0.97862 8.20678 0.657 -0.078 0.107
H -3.73374 1.98804 4.12159 -0.392 -0.128 0.129
H 4.57125 -2.16556 -1.24036 0.233 -0.264 -0.058
C -1.60215 -3.81999 -0.63391 -0.966 2.309 -0.432
O 1.96968 3.88338 -2.48631 -0.634 0.049 0.203
C 1.29791 0.29973 3.65004 -0.730 1.139 1.240
H -3.29519 -4.16942 -5.12074 -0.012 -0.894 -0.126
C -3.68742 -3.20702 -4.85960 0.025 0.974 1.246
H -0.71709 2.60329 -3.08154 0.042 -0.215 0.219
O -4.78648 0.39972 -1.19230 0.165 1.103 -1.304
H -3.07706 3.94237 1.42581 0.009 0.435 -0.392
H 3.35656 4.98894 -3.43935 0.341 1.999 -0.367
H -2.34522 -2.16771 -2.00413 0.099 -0.776 -0.208
C 6.80222 0.33985 2.14602 -2.025 0.976 0.244
H -3.99299 -3.92823 -2.91868 0.190 -0.832 0.817
H -0.39320 1.55965 3.15658 0.490 0.105 0.257
H -0.75327 4.12282 -1.20391 0.622 -0.861 0.233
C 2.19864 4.11697 -1.10075 -0.148 0.207 0.507
H 2.94051 -4.69263 -3.25479 -1.044 0.356 0.726
H -6.82907 0.59232 -1.00633 0.512 0.653 0.674
H 4.00096 -4.50743 -1.09730 -0.792 -0.349 0.249
H 10.04836 0.01339 2.42394 -0.700 0.093 0.502
O -0.00255 1.93427 -3.11758 0.091 -0.083 -0.711
H 3.03419 -2.86332 5.38549 0.025 0.091 -0.492
C 5.92656 -0.03426 0.89291 1.349 1.307 -0.050
H -4.89031 4.88232 -0.15576 -0.024 -0.351 0.171
H 2.78876 1.34787 -4.96405 0.164 -1.140 -0.299
H -5.08051 -0.95713 0.28630 -0.473 -0.212 0.354